Record 1
C6H12N2O | ωB97M-V with the def2-TZVPD basis set

Properties
- net charge = 0
- DFT total energy (eV) = -11440.20947
- highest occupied orbital energy (Ha) = -0.303
- multiplicity = 1
- HOMO-LUMO gap (eV) = 9.013

CARTESIAN COORDINATES (ANGSTROEM)
1 C -2.196 -0.233 -1.116
2 C -0.340 0.159 1.050
3 C -1.292 0.774 -0.484
4 N 0.051 1.320 1.699
5 N -1.255 2.023 -0.640
6 O -0.854 -0.818 1.560
7 H -0.188 1.289 2.680
8 H -0.132 2.162 1.158
9 H -1.923 2.388 -1.326
10 H -3.198 0.173 -1.277
11 H -2.290 -1.118 -0.485
12 H -1.790 -0.556 -2.077
13 C 1.319 -1.882 -0.327
14 C 1.416 -0.442 0.049
15 C 2.520 0.255 0.272
16 H 0.322 0.187 -0.279
17 H 0.872 -2.006 -1.317
18 H 2.303 -2.353 -0.324
19 H 0.677 -2.408 0.382
20 H 3.501 -0.207 0.227
21 H 2.478 1.292 0.577

How positive or negative is each atom? The natural (NBO) charges in e answer that: -0.72, 0.64, 0.22, -0.89, -0.67, -0.64, 0.41, 0.42, 0.34, 0.23, 0.25, 0.23, -0.66, -0.18, -0.35, 0.30, 0.21, 0.22, 0.24, 0.20, 0.21

Record 2
C6H12N2O | ωB97M-V with the def2-TZVPD basis set

Properties
- net charge = 0
- DFT total energy (eV) = -11443.97903
- highest occupied orbital energy (Ha) = -0.318
- multiplicity = 1
- SMILES = Cc1c[nH]cn1.CCO
- HOMO-LUMO gap (eV) = 9.519

CARTESIAN COORDINATES (ANGSTROEM)
1 C 3.078 1.287 1.460
2 C 2.493 1.214 0.052
3 O 2.064 0.979 2.446
4 H 3.937 0.624 1.576
5 H 3.329 2.320 1.698
6 H 3.060 1.816 -0.658
7 H 1.847 0.031 2.351
8 H 1.479 1.615 0.073
9 H 2.416 0.182 -0.267
10 C -1.001 -2.476 -0.917
11 C -1.884 0.921 -0.312
12 C -1.679 -1.157 -0.786
13 C -3.004 -0.869 -0.888
14 N -0.993 -0.012 -0.406
15 N -3.135 0.470 -0.632
16 H -1.716 1.965 -0.097
17 H -3.974 1.017 -0.576
18 H -3.832 -1.460 -1.238
19 H -1.237 -3.147 -0.089
20 H 0.075 -2.317 -0.967
21 H -1.324 -3.001 -1.822

How positive or negative is each atom? The natural (NBO) charges in e answer that: -0.06, -0.64, -0.73, 0.16, 0.17, 0.21, 0.46, 0.23, 0.20, -0.64, 0.17, 0.09, -0.12, -0.46, -0.52, 0.19, 0.42, 0.21, 0.22, 0.23, 0.22

Record 3
C6H12N2O | ωB97M-V with the def2-TZVPD basis set

Properties
- net charge = +1
- DFT total energy (eV) = -11435.91735
- highest occupied orbital energy (spin up / spin down) (Ha) = -0.523 / -0.523
- multiplicity = 2
- HOMO-LUMO gap (spin up / spin down) (eV) = 10.534 / 6.627

CARTESIAN COORDINATES (ANGSTROEM)
1 C 1.181 -1.252 -3.458
2 C -1.609 -1.313 -1.317
3 C 0.455 -0.767 -0.994
4 C 0.198 -1.071 -2.375
5 N -0.687 -0.996 -0.357
6 N -1.087 -1.348 -2.543
7 H -0.916 -0.672 0.587
8 H -2.567 -1.775 -1.109
9 H 1.349 -0.434 -0.483
10 H 2.175 -0.936 -3.134
11 H 0.950 -0.672 -4.353
12 H 1.184 -2.279 -3.786
13 C 0.092 0.975 3.065
14 C -0.549 2.242 2.572
15 O 0.657 0.233 1.941
16 H 0.932 1.126 3.744
17 H -0.599 0.305 3.577
18 H 0.121 2.799 1.904
19 H 0.993 0.913 1.348
20 H -0.926 2.949 3.308
21 H -1.348 1.973 1.864

How positive or negative is each atom? The natural (NBO) charges in e answer that: -0.69, 0.35, 0.15, 0.30, -0.51, -0.42, 0.49, 0.25, 0.26, 0.24, 0.28, 0.28, -0.07, -0.64, -0.76, 0.19, 0.19, 0.20, 0.46, 0.25, 0.20

Record 4
C6H12N2O2 | ωB97M-V with the def2-TZVPD basis set

Properties
- net charge = 0
- DFT total energy (eV) = -13487.63284
- highest occupied orbital energy (spin up / spin down) (Ha) = -0.263 / -0.263
- multiplicity = 1
- HOMO-LUMO gap (spin up / spin down) (eV) = 7.904 / 7.906

CARTESIAN COORDINATES (ANGSTROEM)
1 C 1.409 0.206 -1.606
2 C 1.488 0.277 -0.046
3 C 0.232 -0.243 0.560
4 C 2.692 0.163 -2.311
5 C -2.652 -0.366 1.424
6 C -1.347 0.055 2.269
7 N 0.269 0.060 -2.180
8 N -0.754 -0.315 -1.471
9 O 0.184 -1.627 0.785
10 O -0.241 0.517 1.546
11 H 2.332 -0.281 0.174
12 H 1.748 1.330 0.129
13 H 2.619 -0.454 -3.231
14 H 3.604 -0.316 -1.791
15 H 3.022 1.017 -2.816
16 H -2.786 0.377 0.597
17 H -2.523 -1.328 0.927
18 H -3.465 -0.427 2.180
19 H -1.108 -0.814 3.021
20 H -1.665 1.015 2.735
21 H -1.629 0.198 -1.722
22 H 0.716 -1.986 0.057

How positive or negative is each atom? The natural (NBO) charges in e answer that: 0.15, -0.57, 0.72, -0.67, -0.64, -0.08, -0.20, -0.56, -0.70, -0.49, 0.24, 0.25, 0.24, 0.21, 0.23, 0.22, 0.23, 0.22, 0.19, 0.20, 0.34, 0.49

Record 5
C6H12N2O2 | ωB97M-V with the def2-TZVPD basis set

Properties
- net charge = 0
- DFT total energy (eV) = -13488.28968
- highest occupied orbital energy (Ha) = -0.351
- multiplicity = 1
- SMILES = [H]/N=C(\O)[C@@H](N)C[C@H]1C[C@H]1O
- HOMO-LUMO gap (eV) = 10.241

CARTESIAN COORDINATES (ANGSTROEM)
1 N 1.157 -1.282 -1.061
2 C 0.995 0.050 -0.520
3 C -0.058 0.055 0.601
4 C -1.350 -0.604 0.182
5 C -2.649 -0.205 0.842
6 C -2.380 0.167 -0.589
7 O -2.085 1.492 -0.909
8 C 2.272 0.671 -0.010
9 N 2.789 1.796 0.088
10 H 1.796 -1.340 -1.845
11 H 1.374 -1.989 -0.364
12 H 0.649 0.726 -1.316
13 H 0.352 -0.464 1.483
14 H -0.248 1.094 0.897
15 H -1.256 -1.655 -0.097
16 H -3.396 -0.972 1.052
17 H -2.601 0.609 1.568
18 H -2.929 -0.373 -1.366
19 H -2.893 2.010 -0.875
20 O 3.401 -0.154 0.905
21 H 3.768 1.417 0.778
22 H 3.293 -1.048 0.557

How positive or negative is each atom? The natural (NBO) charges in e answer that: -0.83, -0.14, -0.39, -0.24, -0.45, 0.08, -0.71, 0.51, -0.62, 0.38, 0.36, 0.25, 0.21, 0.24, 0.23, 0.22, 0.22, 0.18, 0.48, -0.84, 0.42, 0.46

Record 6
C6H12N2O3 | ωB97M-V with the def2-TZVPD basis set

Properties
- net charge = 0
- DFT total energy (eV) = -15534.26233
- highest occupied orbital energy (Ha) = -0.344
- multiplicity = 1
- SMILES = CC(=O)/C(C)=N\O.C/C=N/O
- HOMO-LUMO gap (eV) = 9.610

CARTESIAN COORDINATES (ANGSTROEM)
1 C -0.889 1.801 -1.518
2 C 0.685 0.575 2.741
3 C -0.665 -1.094 -2.562
4 C -1.349 0.671 -0.673
5 C 1.429 -0.481 2.023
6 C -1.382 -0.717 -1.273
7 N -1.773 0.924 0.557
8 N 1.264 -0.578 0.797
9 O -2.400 -0.077 1.284
10 O 1.895 -1.543 0.121
11 O -1.932 -1.587 -0.605
12 H -1.123 2.687 -1.133
13 H 0.159 1.643 -1.593
14 H -1.264 1.771 -2.519
15 H 1.377 1.302 3.306
16 H 0.257 0.049 3.556
17 H 0.024 1.078 1.994
18 H 0.365 -1.262 -2.313
19 H -1.230 -1.932 -2.862
20 H -0.566 -0.238 -3.368
21 H 2.561 -2.083 0.635
22 H 2.050 -1.351 2.395
23 H -2.323 -1.048 0.987

How positive or negative is each atom? The natural (NBO) charges in e answer that: -0.64, -0.66, -0.71, 0.08, 0.04, 0.56, -0.05, -0.12, -0.56, -0.55, -0.58, 0.23, 0.22, 0.22, 0.22, 0.23, 0.27, 0.26, 0.24, 0.22, 0.44, 0.14, 0.50